# 1
Computed, not measured: C24H63BaO19P4 as an isolated structure at a distorted geometry, with ωB97M-V with the def2-TZVPD basis set.

```
! RIJCOSX wB97M-V def2-TZVPD def2/J DEFGRID3
* xyz -1 1
H -0.15948 -3.27131 -2.12313
O -5.04600 4.83413 -3.86417
H -6.57144 2.79726 4.30379
H 4.60259 -4.41274 4.96904
C 6.80410 -1.53874 7.02377
O 4.95787 6.81685 -0.16096
C 2.82265 -1.77061 -7.67993
H -5.88220 2.85105 2.73512
C -5.48380 5.98349 -3.12798
O -4.70744 2.49816 -4.77535
H 5.84268 -1.12249 7.32459
H 9.33983 0.93035 2.53267
H -1.71243 -3.68176 -2.53439
H -0.41599 -4.81697 -3.05163
C 3.42331 -6.07730 -3.38187
C 7.58617 -0.06065 1.78323
O -3.06235 -0.15929 5.67583
C 2.86914 -1.20835 -6.25938
H -6.53184 6.15273 -3.37515
H -3.60611 2.85466 3.57771
H -7.85057 0.63077 -3.81593
C -2.26220 -1.53765 7.46022
H -2.12345 -0.89807 8.33188
C 4.68574 -2.72023 3.53814
H 3.26121 -4.99996 -5.23482
C -4.56744 -3.39911 4.33188
H -3.69432 -3.44286 4.98293
O 5.03322 0.44441 3.08096
H -3.37503 6.60378 -3.27808
H -5.18983 -1.53608 5.22985
H 2.20050 -2.65715 -7.80279
O 2.03958 -1.35569 -3.27819
C 7.57069 -0.62531 5.94874
C -5.69183 3.15060 3.76572
H -4.51478 2.20326 -7.47177
O -6.25232 2.80849 -2.81016
O -2.02776 0.67161 3.49498
O 2.65397 -3.89601 -3.52868
H -2.76997 2.48704 -5.07398
H -4.41115 -3.75568 3.31377
P -4.79180 3.32846 -3.35816
H -3.24889 -1.99922 7.42158
Ba 1.34216 4.00495 -0.27135
H 3.78734 -2.01687 -8.12357
H -7.15173 1.56053 -1.51403
H 7.80563 1.81125 2.86461
P 2.11994 -2.52198 -4.18844
O -0.05440 7.14708 2.43482
C -6.39136 1.49456 -2.29222
O 1.43334 5.04881 -4.72397
H -1.37901 -3.21780 -4.91204
O 3.10603 -2.31303 -5.43706
H 5.64574 6.77189 0.53138
H -2.77552 2.12455 -7.46334
H -4.50157 7.85137 -2.85265
H -6.18445 0.31572 -4.13637
C -3.62621 2.78180 -5.68066
H 6.05942 -4.19407 3.95926
H -1.86918 -1.85931 5.33124
C 2.70551 -5.08694 -4.30116
H -3.55491 3.83413 -5.95565
H 4.43432 -4.87915 3.37646
H -0.73047 -1.90582 -3.96299
C -4.42642 2.51775 4.21148
P -3.26087 0.12916 4.11542
O 6.61935 0.15133 5.18683
H -6.95627 -0.46936 -2.80393
O 7.12264 -0.95024 2.84700
H 1.72835 -5.47455 -4.58928
H 8.44048 1.84058 1.29667
H 1.97356 -0.60286 -6.12005
C -4.36554 6.99406 -3.51191
C -0.69951 -3.77192 -2.92677
H 3.67652 -6.98129 -3.93577
C -3.66016 1.89648 -6.86878
C -6.88925 0.48693 -3.32271
C 8.34690 1.18074 2.15920
H 3.61399 -2.52173 3.53438
O -3.59744 3.07638 -2.50022
H -5.31955 -4.11194 4.66997
H 2.38187 -0.98054 -8.28788
H 5.14493 -2.69259 2.54997
P 5.92068 -0.50872 3.83509
O 0.69249 -2.99873 -4.86931
H -1.12397 -0.46329 5.99009
H 6.56523 -2.54234 6.67189
O -4.56781 1.11975 3.97259
H -4.11715 2.75974 5.22828
C -0.58258 -2.95580 -4.21552
H -5.38781 5.79714 -2.05833
H 7.38346 -1.72665 7.92774
H 3.69966 -0.51585 -6.12222
H -1.60686 -2.38540 7.66014
C 4.97067 -4.14563 3.97845
H -5.72371 4.23427 3.87867
H -5.52249 1.26824 -1.67422
O -3.83731 -1.31304 3.59025
C -2.04290 -1.04758 6.03765
C -4.91465 -1.93630 4.25404
H 8.21425 -1.21892 5.29947
H 8.18784 0.16223 6.38118
H 6.76129 0.19350 1.11758
H -0.72653 7.31961 3.12257
H 8.28917 -0.56028 1.11669
H -3.74142 0.82659 -6.67686
H -5.77659 -1.68602 3.63556
H 4.35390 -5.58921 -3.09232
O 5.31838 -1.90625 4.40047
H 2.87939 -6.28638 -2.46070
H -4.46627 7.35549 -4.53529
H 1.06461 5.17791 -5.61944
*
```

Electronic energy ... -3772.7923 Ha
LUMO energy ... 0.4 eV
Frontier orbital gap ... 3.70 eV
Energy above the lowest of the compared OMol25 structures with the same formula, charge and spin ... 1154.44 kJ/mol
Highest occupied orbital energy ... -0.12031 Ha

Results of the Löwdin charge analysis, in e, for atoms 1 through 2:
1 H 0.07
2 O -0.22

# 2
Computed, not measured: a single C5H2ClN molecule at a distorted geometry, with ωB97M-V with the def2-TZVPD basis set.

```
! RIJCOSX wB97M-V def2-TZVPD def2/J DEFGRID3
* xyz 0 1
C 1.01812 0.65158 0.02822
H 1.27548 1.64541 -0.19692
C -0.35764 0.57841 0.09499
C -1.56249 0.39413 -0.09954
H 1.25066 -1.59197 0.43078
Cl 3.44439 -0.31940 -0.10957
N -3.90184 -0.83996 -0.08672
C 1.68911 -0.51460 0.03191
C -2.85579 -0.00361 -0.09314
*
```

Electronic energy ... -706.4921 Ha
LUMO energy ... -1.1 eV
Frontier orbital gap ... 8.34 eV
SMILES ... N#CC#C/C=C/Cl
Energy above the lowest of the compared OMol25 structures with the same formula, charge and spin ... 236.78 kJ/mol
Highest occupied orbital energy ... -0.34791 Ha

Results of the natural (NBO) charge analysis, in e, for atoms 1 through 2:
1 C -0.35
2 H 0.26

# 3
Computed, not measured: a 9-piece molecular cluster, C28H46Br8O15 overall at a distorted geometry, with ωB97M-V with the def2-TZVPD basis set.

```
! RIJCOSX wB97M-V def2-TZVPD def2/J DEFGRID3
* xyz 0 1
C 6.33322 -0.68945 1.41753
Br -3.86684 -2.22629 5.24696
H -1.17069 1.93009 1.72662
H 3.54823 -5.02511 -2.13094
H -2.88301 -0.70275 3.44451
Br -1.22219 -5.24887 2.31074
H -4.02733 -4.35395 2.29525
O 0.89486 2.75679 -3.19638
C -3.13952 2.42343 2.29115
H -1.01234 -2.18583 4.41279
C -4.37219 3.28403 1.89521
H 2.40447 -2.82381 -1.81884
H -0.13928 -2.46759 1.92827
C -1.86677 2.74733 1.55965
C -4.89365 1.06459 1.69652
O 0.73145 0.77344 -2.21377
C -0.18445 -3.60251 -2.41169
O -1.25798 -3.80244 -1.95124
O -4.60506 1.53888 -5.93648
O -5.35740 2.33008 1.52420
H 5.32758 -2.72521 0.33372
Br -1.51199 -0.85678 0.59568
H 4.00634 -4.02393 -3.44705
H 0.14297 -2.74863 0.20946
O 1.11127 2.61827 -0.98210
Br 2.85290 -2.06216 1.52170
H 7.17150 -1.25532 1.82837
C -4.23544 1.19627 -4.86235
O -3.13174 1.70138 -4.24029
C 0.87836 1.94318 -2.11636
H 2.72798 4.59995 5.65312
C 1.38547 3.96738 -1.28989
O -3.59230 1.08095 2.08575
H -4.79214 0.26589 -2.00710
H -4.09715 4.00842 1.12773
H -2.90637 -5.42204 0.44497
C 1.31651 4.06778 -2.82860
H 2.62845 -5.20570 -3.69906
H 3.17574 2.44353 4.52426
H -4.41248 -2.07305 -2.84257
O 5.37330 0.05461 -0.70900
H -1.49756 3.72322 1.88315
C -3.64735 -1.30021 -2.73459
C 6.28374 -0.84702 -0.07564
O -5.53973 0.08840 1.53214
H -3.00617 2.55708 3.36844
C -1.25575 -1.18056 4.76008
H -2.93621 0.08055 4.97938
H 2.25397 4.35895 -3.29497
C 4.53611 -0.63262 -1.51234
H 1.19925 -0.20588 1.45018
C -2.42367 -4.58067 0.93231
H 0.46104 5.45403 -4.25606
C 1.45851 -2.75222 -3.72572
H 1.43250 2.72589 4.72623
H -4.76876 3.84175 2.74365
H 0.16514 5.95981 -2.62943
C -3.46410 -3.72531 1.60364
H -2.94989 -1.50090 -3.55699
C 3.14564 -4.53491 -3.01921
H -3.36240 1.99480 -2.20739
Br -4.66237 -2.79122 0.43455
Br -0.14995 0.16731 3.91775
H -2.13337 0.72891 -2.67751
H -2.99643 -3.03106 2.30384
H 7.27593 -0.76955 -0.53110
H 1.79432 -1.71871 -3.70964
Br 1.96381 2.77758 2.33480
H 1.60053 -3.22432 -4.69983
H 3.47397 4.85487 4.04893
H 5.40810 -1.00170 1.91046
C 1.25880 -1.14145 0.89067
H -0.71022 4.55221 -3.31362
C 0.02106 -1.98008 0.97311
C 5.77356 -2.23399 -0.54502
H 2.37587 4.29858 -0.96945
H 0.67911 4.63036 -0.79287
O -4.83568 0.25116 -4.12089
H 6.55625 -2.97998 -0.70721
C 2.08960 -3.54982 -2.57093
H -1.06298 -1.22250 5.83066
C 2.59309 4.50250 4.58051
O 0.05871 -2.71517 -3.38840
O 5.02466 -1.89929 -1.68751
C -4.14381 0.10894 -2.87736
C 0.24338 5.07139 -3.25603
C 2.33314 3.05400 4.21061
O 3.62416 -0.20026 -2.12398
C -3.08191 1.21538 -2.91307
C -2.71700 -0.87654 4.50483
H 6.49247 0.34961 1.71400
H -3.19563 -1.57242 -1.78446
H -1.98988 2.88857 0.47922
H 1.44913 -0.68349 -0.07984
H -1.84942 -4.03680 0.19314
Br 1.08891 5.65611 4.18286
O 0.93351 -4.29821 -2.11855
*
```

Electronic energy ... -22815.3103 Ha
LUMO energy ... 0.0 eV
Frontier orbital gap ... 9.53 eV
SMILES ... C[C@H]1COC(=O)O1.C[C@H]1COC(=O)O1.C[C@H]1COC(=O)O1.C[C@H]1COC(=O)O1.C[C@H]1COC(=O)O1.BrCCBr.BrCCBr.BrCCBr.BrCCBr
Energy above the lowest of the compared OMol25 structures with the same formula, charge and spin ... 10.08 kJ/mol
Highest occupied orbital energy ... -0.34924 Ha

Results of the Löwdin charge analysis, in e, for atoms 1 through 2:
1 C -0.04
2 Br 0.68